Entry from the OMol25 dataset: 14 unconnected molecules or ions with the total composition C78H72F13NP2SSi at a distorted geometry (ωB97M-V/def2-TZVPD).

```
168
C78H72F13NP2SSi, DFT ωB97M-V/def2-TZVPD
N 0.224 -3.037 -1.756
P 1.471 -3.958 -1.395
Si 1.830 -4.016 0.837
P 2.171 -6.157 1.460
S 1.978 -6.417 3.386
H -0.132 -2.685 -0.873
H 2.668 -3.521 -1.983
H 1.324 -5.283 -1.844
H 3.022 -3.204 1.128
H 0.650 -3.502 1.546
H 1.270 -6.908 0.692
H 3.421 -6.493 0.913
F 2.648 -1.693 3.248
C 1.511 -1.394 3.925
C 0.677 -2.427 4.300
C -0.500 -2.118 4.964
C -0.829 -0.798 5.223
C 0.023 0.220 4.828
C 1.215 -0.075 4.184
H 0.950 -3.452 4.080
H -1.166 -2.907 5.274
H -1.755 -0.564 5.730
H -0.247 1.250 5.018
H 1.896 0.705 3.869
F -1.893 3.360 3.441
C -1.552 3.088 2.158
C -0.413 2.356 1.915
C -0.088 2.042 0.604
C -0.894 2.475 -0.437
C -2.035 3.216 -0.166
C -2.377 3.523 1.143
H 0.201 2.029 2.739
H 0.795 1.455 0.395
H -0.636 2.229 -1.457
H -2.668 3.552 -0.975
H -3.270 4.086 1.377
F -2.750 -3.226 6.911
C -3.863 -3.980 6.749
C -4.866 -3.900 7.689
C -6.004 -4.674 7.512
C -6.116 -5.514 6.416
C -5.091 -5.574 5.485
C -3.952 -4.800 5.645
H -4.753 -3.244 8.542
H -6.804 -4.621 8.237
H -6.999 -6.119 6.285
H -5.176 -6.230 4.630
H -3.144 -4.828 4.926
F -8.101 2.737 4.582
C -6.962 2.005 4.609
C -5.815 2.532 4.058
C -4.654 1.777 4.094
C -4.661 0.516 4.673
C -5.829 0.009 5.224
C -6.995 0.757 5.193
H -5.838 3.512 3.600
H -3.745 2.168 3.666
H -3.756 -0.074 4.689
H -5.836 -0.977 5.669
H -7.920 0.383 5.611
F 4.142 -6.867 7.017
C 4.224 -5.520 7.056
C 3.992 -4.804 5.900
C 4.075 -3.421 5.952
C 4.389 -2.779 7.141
C 4.620 -3.524 8.287
C 4.535 -4.907 8.252
H 3.746 -5.321 4.980
H 3.889 -2.843 5.057
H 4.452 -1.701 7.173
H 4.868 -3.028 9.216
H 4.705 -5.508 9.135
F -5.905 -8.394 6.863
C -4.882 -9.274 6.900
C -3.682 -8.933 6.314
C -2.637 -9.842 6.363
C -2.805 -11.070 6.985
C -4.024 -11.390 7.565
C -5.074 -10.486 7.529
H -3.571 -7.970 5.834
H -1.687 -9.588 5.915
H -1.988 -11.776 7.018
H -4.160 -12.347 8.048
H -6.030 -10.711 7.980
F 1.766 1.729 -1.760
C 2.421 1.016 -2.704
C 2.846 -0.257 -2.400
C 3.512 -0.983 -3.376
C 3.750 -0.429 -4.624
C 3.316 0.859 -4.905
C 2.639 1.587 -3.940
H 2.654 -0.667 -1.418
H 3.850 -1.987 -3.161
H 4.275 -0.999 -5.377
H 3.502 1.296 -5.874
H 2.276 2.583 -4.135
F -8.041 -1.403 0.494
C -8.299 -0.078 0.420
C -8.511 0.488 -0.819
C -8.775 1.846 -0.892
C -8.815 2.613 0.263
C -8.596 2.020 1.499
C -8.339 0.660 1.583
H -8.467 -0.128 -1.707
H -8.948 2.306 -1.854
H -9.015 3.674 0.201
H -8.622 2.618 2.395
H -8.168 0.175 2.534
F 2.212 2.911 -7.254
C 2.296 4.258 -7.144
C 2.027 5.033 -8.251
C 2.110 6.412 -8.137
C 2.469 6.992 -6.929
C 2.741 6.191 -5.830
C 2.651 4.811 -5.933
H 1.756 4.560 -9.184
H 1.894 7.034 -8.995
H 2.536 8.067 -6.842
H 3.021 6.640 -4.890
H 2.856 4.176 -5.088
F 3.112 8.740 -3.715
C 3.952 8.476 -2.689
C 3.707 7.371 -1.902
C 4.573 7.099 -0.854
C 5.655 7.930 -0.607
C 5.876 9.037 -1.413
C 5.021 9.316 -2.468
H 2.852 6.741 -2.107
H 4.399 6.235 -0.228
H 6.325 7.716 0.213
H 6.716 9.688 -1.221
H 5.177 10.170 -3.114
F -4.126 1.457 -1.713
C -4.034 0.109 -1.707
C -4.956 -0.617 -0.984
C -4.856 -2.000 -0.984
C -3.843 -2.630 -1.693
C -2.926 -1.877 -2.412
C -3.021 -0.494 -2.424
H -5.733 -0.105 -0.432
H -5.573 -2.586 -0.426
H -3.766 -3.709 -1.684
H -2.127 -2.363 -2.953
H -2.319 0.114 -2.978
F 1.291 8.075 -12.176
C 2.229 7.129 -12.388
C 3.384 7.471 -13.058
C 4.345 6.493 -13.266
C 4.138 5.199 -12.813
C 2.966 4.880 -12.145
C 2.002 5.851 -11.926
H 3.523 8.485 -13.407
H 5.259 6.745 -13.784
H 4.890 4.440 -12.980
H 2.800 3.871 -11.792
H 1.082 5.625 -11.402
F 6.288 0.947 -5.665
C 7.491 0.667 -5.125
C 7.651 0.804 -3.763
C 8.887 0.512 -3.208
C 9.937 0.098 -4.014
C 9.749 -0.029 -5.382
C 8.516 0.254 -5.949
H 6.818 1.133 -3.155
H 9.029 0.609 -2.140
H 10.899 -0.125 -3.576
H 10.566 -0.348 -6.014
H 8.346 0.156 -7.012
```

Its HOMO-LUMO gap is 8.81 eV. For the largest force on an atom, the calculation gives 1.465 eV/A. The calculation puts the HOMO energy at -8.88 eV. Its energy above the lowest of the compared OMol25 structures with the same formula, charge and spin is 0.00 kcal per mole. For the LUMO energy, the calculation gives -0.065 eV.

Here are the Mulliken charges for atoms 1 to 8, given in e:
1 N -0.44
2 P 0.15
3 Si 0.44
4 P 0.01
5 S -0.33
6 H 0.16
7 H -0.06
8 H 0.06